Record 1
{
  "formula": "C46H64BrN2O3SSr",
  "method": "the ωB97M-V functional and the def2-TZVPD basis",
  "species": ["Sr", "C", "N", "C", "C", "C", "N", "C", "C", "C", "C", "C", "C", "C", "O", "C", "C", "C", "C", "C", "C", "C", "C", "C", "C", "C", "C", "C", "C", "C", "O", "C", "C", "C", "C", "C", "C", "C", "C", "H", "H", "H", "H", "H", "H", "H", "H", "H", "H", "H", "H", "H", "H", "H", "H", "H", "H", "H", "H", "H", "H", "H", "H", "H", "H", "H", "H", "H", "H", "H", "H", "H", "H", "H", "H", "H", "H", "H", "H", "H", "H", "H", "H", "H", "H", "H", "H", "H", "H", "H", "H", "H", "H", "Br", "O", "S", "C", "C", "C", "C", "C", "C", "C", "C", "C", "C", "C", "C", "H", "H", "H", "H", "H", "H", "H", "H", "H", "H"],
  "positions_angstrom": [[0.9538, 0.6807, 1.5178], [-0.3986, 3.3626, 3.8421], [0.1003, 3.2305, 2.4755], [1.3830, 4.0901, 2.3899], [-0.8569, 3.4880, 1.4180], [-1.8980, 2.2455, 1.4645], [-1.5589, 1.2335, 0.4141], [-2.1902, -0.0407, 0.8039], [-1.8444, -1.2401, -0.0590], [-2.6978, -1.7308, -0.9945], [-2.5002, -2.9578, -1.6687], [-1.4103, -3.7073, -1.2250], [-0.4969, -3.2395, -0.3092], [-0.6697, -1.9352, 0.2228], [0.2603, -1.3541, 0.9256], [0.6755, -4.1321, 0.0333], [1.9101, -3.4268, -0.5482], [1.0176, -4.1747, 1.5767], [0.4418, -5.5653, -0.4453], [-3.3249, -3.4118, -2.8436], [-4.6526, -2.5832, -2.9329], [-3.5666, -4.9703, -2.7921], [-2.5269, -3.2377, -4.1055], [-1.7986, 1.7412, -0.9947], [-0.8671, 1.4838, -2.1841], [-1.5298, 1.4901, -3.3883], [-0.8898, 1.8050, -4.6113], [0.5051, 1.8963, -4.5122], [1.2795, 1.8214, -3.3517], [0.5982, 1.6063, -2.1541], [1.1966, 1.4127, -1.0804], [2.8446, 1.9654, -3.3367], [3.7155, 0.6715, -2.9861], [3.3179, 2.5519, -4.7156], [3.3263, 2.9184, -2.1881], [-1.5340, 1.7214, -5.9995], [-0.9197, 0.4732, -6.6632], [-3.0897, 1.5463, -5.9032], [-1.2719, 2.9931, -6.8596], [-0.7523, 4.4064, 4.0744], [0.3537, 3.0159, 4.5599], [-1.2465, 2.6569, 4.0191], [2.1297, 3.7408, 3.0921], [1.1613, 5.1771, 2.6751], [1.7891, 4.0433, 1.3907], [-0.2890, 3.4918, 0.4523], [-1.4184, 4.4116, 1.4843], [-2.9254, 2.6935, 1.3707], [-1.9016, 1.7176, 2.3792], [-3.2921, 0.0173, 0.8174], [-1.8153, -0.2528, 1.8428], [-3.5857, -1.2019, -1.2359], [-1.3280, -4.7191, -1.5411], [1.8836, -2.3438, -0.5148], [1.9397, -3.7132, -1.6194], [2.8505, -3.7966, -0.1737], [1.2111, -3.1110, 1.8204], [1.9248, -4.7546, 1.7735], [0.1902, -4.4510, 2.2216], [0.3408, -5.6894, -1.5543], [-0.5046, -6.0004, -0.0755], [1.2080, -6.1747, -0.0815], [-5.0820, -2.5344, -1.9536], [-5.2743, -3.0835, -3.7072], [-4.3677, -1.6009, -3.3094], [-3.9373, -5.3269, -1.8412], [-2.5975, -5.4228, -2.9667], [-4.3425, -5.2112, -3.5489], [-2.3393, -2.2044, -4.3660], [-2.9980, -3.7282, -4.9502], [-1.5593, -3.6908, -3.9494], [-1.9020, 2.8736, -0.9738], [-2.8102, 1.3555, -1.3145], [-2.5973, 1.1457, -3.4773], [1.0635, 2.0219, -5.4211], [3.7536, 0.0276, -3.8586], [3.3012, 0.0979, -2.1550], [4.6861, 1.0104, -2.7081], [3.3735, 1.7805, -5.5088], [4.3239, 3.0091, -4.6706], [2.7426, 3.3848, -5.1073], [3.4032, 2.3773, -1.2533], [2.6071, 3.7349, -2.0289], [4.3144, 3.3256, -2.4711], [-1.0300, -0.3215, -5.9343], [0.1375, 0.6432, -6.8685], [-1.3540, 0.2487, -7.6630], [-3.3366, 0.5835, -5.4418], [-3.5103, 1.5387, -6.8993], [-3.5564, 2.4247, -5.3758], [-0.3417, 2.9551, -7.4008], [-1.3601, 3.8292, -6.2187], [-2.1343, 3.0499, -7.5284], [3.7975, 0.9004, 1.1285], [1.1579, 0.5201, 3.9941], [2.1572, 0.3614, 5.0896], [1.6736, -1.0445, 6.0606], [2.4819, -1.4899, 7.1499], [2.3713, -2.8165, 7.6471], [1.4094, -3.6545, 7.0634], [0.6119, -3.1933, 6.0082], [0.6749, -1.8769, 5.5761], [1.8847, 1.6655, 6.2351], [0.7091, 1.9023, 6.8955], [0.6477, 2.8889, 7.8926], [1.8174, 3.4530, 8.3769], [3.0001, 3.2581, 7.6610], [3.0448, 2.3818, 6.5506], [3.2684, -0.7984, 7.4653], [2.8748, -3.1534, 8.5130], [1.4031, -4.6990, 7.3918], [-0.2131, -3.7321, 5.5806], [-0.0740, -1.5916, 4.8280], [-0.1978, 1.3920, 6.6963], [-0.3794, 3.2570, 8.2062], [1.7618, 4.0558, 9.2942], [3.8854, 3.6491, 8.1176], [3.9997, 2.1862, 6.0405]],
  "mulliken_charge": [1.66, -0.85, 0.87, -1.00, -0.64, -1.20, 0.79, -1.28, 0.13, -0.14, -1.03, 0.36, -1.14, 1.10, -1.39, 2.28, -1.73, -1.52, -2.38, 2.41, -1.92, -1.77, -1.51, -1.85, 1.47, 0.10, -0.68, -0.05, -1.20, -0.29, 0.27, 2.21, -1.27, -2.09, -1.30, 2.21, -1.56, -1.76, -1.97, 0.28, -0.12, 0.31, 0.24, 0.29, 0.29, 0.20, 0.30, 0.04, 0.84, 0.35, 0.16, 0.50, 0.40, 0.31, 0.36, 0.39, 0.10, 0.44, 0.41, 0.33, 0.41, 0.51, 0.42, 0.47, 0.22, 0.35, 0.39, 0.43, 0.12, 0.47, 0.38, 0.59, -0.05, -0.08, 0.39, 0.39, 0.06, 0.37, 0.31, 0.37, 0.45, 0.09, 0.31, 0.39, 0.27, 0.36, 0.44, 0.15, 0.54, 0.34, 0.34, 0.43, 0.49, -0.94, -0.11, 0.21, 0.34, -0.45, -0.67, -0.44, -0.55, -0.07, -0.08, -0.10, -0.54, -0.36, -0.64, -0.18, 0.36, 0.42, 0.33, 0.41, 0.22, 0.49, 0.30, 0.37, 0.37, 0.45],
  "total_charge": -1,
  "gap_ev": 4.913,
  "e_above_lowest_kcal_mol": 25.1,
  "largest_force_ev_per_a": 3.503,
  "e_lumo_ev": 1.61
}

Record 2
{
  "formula": "C46H65N3P2RuSe",
  "method": "the ωB97M-V functional and the def2-TZVPD basis",
  "species": ["Ru", "C", "C", "C", "P", "C", "C", "C", "C", "C", "C", "C", "C", "C", "N", "C", "C", "C", "C", "C", "C", "P", "C", "C", "C", "C", "C", "C", "H", "H", "H", "H", "H", "H", "H", "H", "H", "H", "H", "H", "H", "H", "H", "H", "H", "H", "H", "H", "H", "H", "H", "H", "H", "H", "H", "H", "H", "H", "H", "H", "H", "H", "H", "H", "C", "C", "C", "C", "N", "C", "Se", "N", "C", "C", "C", "C", "C", "C", "C", "C", "C", "C", "H", "H", "H", "H", "H", "H", "H", "H", "H", "H", "H", "H", "H", "H", "H", "H", "H", "H", "H", "H", "H", "H", "C", "C", "C", "C", "C", "C", "C", "H", "H", "H", "H", "H", "H", "H"],
  "positions_angstrom": [[1.0172, 0.9403, -0.2896], [4.9980, 1.0281, -1.6663], [4.7683, 0.1857, -0.4108], [6.0446, 0.0428, 0.4085], [3.2841, 0.8993, 0.4726], [3.2321, 0.1182, 2.1617], [3.0551, -1.3916, 2.0427], [2.0334, 0.7521, 2.8724], [3.8254, 2.5967, 0.8157], [4.8534, 2.9012, 1.6888], [5.2690, 4.2100, 1.8674], [4.6112, 5.2295, 1.1886], [3.5516, 4.9577, 0.3553], [3.1246, 3.6256, 0.1279], [2.0328, 3.2880, -0.5836], [1.2199, 4.2363, -1.1480], [1.6538, 5.2712, -1.9938], [0.7804, 6.2679, -2.3824], [-0.5278, 6.2820, -1.9199], [-0.9974, 5.2244, -1.1615], [-0.1551, 4.1795, -0.8220], [-0.6911, 2.6169, -0.0669], [-1.8388, 1.9928, -1.4178], [-3.0079, 2.8471, -1.8991], [-0.8918, 1.7051, -2.5966], [-1.5927, 3.0376, 1.5213], [-0.6493, 3.9956, 2.2486], [-3.0130, 3.5813, 1.4951], [5.6784, 0.5149, -2.3461], [5.4349, 1.9926, -1.4100], [4.0532, 1.2108, -2.1890], [4.4388, -0.8154, -0.7118], [6.4603, 1.0100, 0.6792], [6.7862, -0.4810, -0.1919], [5.8776, -0.5347, 1.3157], [4.1486, 0.3452, 2.7170], [2.2086, -1.6250, 1.3927], [2.8703, -1.8232, 3.0232], [3.9379, -1.8732, 1.6259], [1.1255, 0.6308, 2.2473], [2.1921, 1.8192, 3.0394], [1.8606, 0.2729, 3.8352], [5.3336, 2.1201, 2.2567], [6.0837, 4.4341, 2.5373], [4.9171, 6.2554, 1.3367], [3.0191, 5.7732, -0.1090], [2.6735, 5.2721, -2.3551], [1.1279, 7.0572, -3.0340], [-1.1871, 7.0959, -2.1723], [-2.0170, 5.2215, -0.8138], [-2.2442, 1.0470, -1.0221], [-2.6589, 3.7217, -2.4404], [-3.6385, 3.1693, -1.0759], [-3.6258, 2.2568, -2.5778], [-0.4918, 2.6429, -2.9830], [-1.4143, 1.2033, -3.4087], [-0.0176, 1.0712, -2.2990], [-1.6030, 2.0814, 2.0657], [-0.6873, 4.9811, 1.7872], [0.3795, 3.6283, 2.1951], [-0.9288, 4.0942, 3.2953], [-3.0663, 4.5278, 0.9654], [-3.3299, 3.7617, 2.5217], [-3.7101, 2.8716, 1.0555], [-2.6771, -4.4379, 3.9619], [-3.1408, -3.2566, 3.1237], [-2.0502, -2.1960, 3.0071], [-2.5139, -0.9349, 2.2719], [-2.9552, -1.2192, 0.9300], [-2.1411, -1.3243, -0.1490], [-0.2890, -1.2010, -0.0787], [-2.8963, -1.6348, -1.2347], [-2.4051, -1.8578, -2.5713], [-1.7436, -3.2295, -2.7261], [-2.6520, -4.4268, -2.4560], [-3.6214, -4.7288, -3.5915], [-4.2116, -1.7455, -0.8399], [-5.3737, -2.0279, -1.5440], [-6.5595, -2.0678, -0.8331], [-6.5929, -1.8261, 0.5384], [-5.4443, -1.5273, 1.2476], [-4.2499, -1.4874, 0.5414], [-3.4550, -5.1925, 4.0181], [-2.4352, -4.1213, 4.9728], [-1.7889, -4.8840, 3.5225], [-4.0333, -2.8162, 3.5779], [-3.4157, -3.6120, 2.1276], [-1.1909, -2.6146, 2.4771], [-1.7188, -1.8995, 4.0051], [-1.6759, -0.2265, 2.2084], [-3.3430, -0.4599, 2.8026], [-1.6568, -1.0854, -2.7895], [-3.2405, -1.7444, -3.2626], [-0.9100, -3.2564, -2.0212], [-1.3339, -3.2974, -3.7359], [-3.1961, -4.2667, -1.5218], [-2.0125, -5.2981, -2.3129], [-4.3211, -3.9170, -3.7594], [-4.1953, -5.6223, -3.3657], [-3.0741, -4.8992, -4.5144], [-5.3604, -2.2152, -2.6039], [-7.4796, -2.3001, -1.3488], [-7.5384, -1.8779, 1.0564], [-5.4805, -1.3379, 2.3077], [2.2276, -2.1835, -1.9673], [2.5552, -3.3248, -1.2540], [1.5922, -4.3545, -1.0623], [1.8845, -5.4932, -0.3590], [3.1523, -5.6820, 0.1854], [4.1202, -4.6969, 0.0146], [3.8397, -3.5470, -0.6833], [2.9192, -1.3701, -2.1257], [1.2740, -2.1141, -2.4650], [0.6080, -4.2179, -1.4792], [1.1266, -6.2523, -0.2297], [3.3819, -6.5828, 0.7292], [5.1056, -4.8481, 0.4312], [4.6113, -2.8062, -0.8278]],
  "lowdin_spin": [2.44, 0.00, 0.02, 0.00, 0.08, 0.01, 0.00, 0.02, 0.12, -0.01, 0.14, -0.01, 0.12, 0.02, 0.48, 0.03, 0.05, 0.00, 0.05, 0.00, 0.06, 0.07, 0.02, 0.01, 0.03, 0.01, 0.00, 0.00, 0.00, 0.00, 0.00, 0.00, 0.00, 0.00, 0.00, 0.00, 0.00, 0.00, 0.00, 0.01, 0.00, 0.00, 0.00, 0.01, 0.00, 0.01, 0.00, 0.00, 0.00, 0.00, 0.00, 0.00, 0.00, 0.00, 0.00, 0.00, 0.02, 0.00, 0.00, 0.00, 0.00, 0.00, 0.00, 0.00, 0.00, 0.00, 0.00, 0.00, 0.01, 0.04, 0.09, 0.01, 0.00, 0.00, 0.00, 0.00, 0.00, 0.00, 0.00, 0.00, 0.00, 0.00, 0.00, 0.00, 0.00, 0.00, 0.00, 0.00, 0.00, 0.00, 0.00, 0.00, 0.00, 0.00, 0.00, 0.00, 0.00, 0.00, 0.00, 0.00, 0.00, 0.00, 0.00, 0.00, 0.49, 0.05, 0.12, -0.01, 0.15, -0.01, 0.12, 0.03, 0.02, 0.01, 0.00, 0.01, 0.00, 0.01],
  "total_charge": 1,
  "gap_ev": [6.748, 5.298],
  "e_above_lowest_kcal_mol": 24.6,
  "multiplicity": 6,
  "largest_force_ev_per_a": 1.286,
  "s2": 8.85,
  "e_lumo_ev": [-1.74, -4.17]
}

Record 3
{
  "formula": "C46H68IN7O10S",
  "method": "the ωB97M-V functional and the def2-TZVPD basis",
  "species": ["C", "C", "S", "C", "C", "C", "C", "O", "C", "C", "C", "O", "C", "C", "C", "C", "C", "N", "C", "C", "C", "C", "O", "C", "C", "C", "C", "O", "N", "C", "C", "C", "C", "C", "C", "I", "C", "C", "C", "N", "C", "O", "C", "C", "O", "H", "H", "H", "H", "H", "H", "H", "H", "H", "H", "H", "H", "H", "H", "H", "H", "H", "H", "H", "H", "H", "H", "H", "H", "H", "H", "H", "H", "H", "H", "H", "H", "H", "H", "H", "H", "H", "H", "H", "H", "C", "N", "C", "C", "O", "H", "H", "H", "H", "H", "H", "H", "C", "N", "C", "C", "O", "H", "H", "H", "H", "H", "H", "H", "C", "N", "C", "C", "O", "H", "H", "H", "H", "H", "H", "H", "C", "N", "C", "C", "O", "H", "H", "H", "H", "H", "H", "H"],
  "positions_angstrom": [[6.3448, -1.8969, 3.8791], [7.0757, -1.0935, 2.6956], [6.2820, 0.5857, 2.4925], [4.8788, 0.4502, 1.2413], [4.4865, 1.9411, 0.8315], [5.4610, 2.7077, -0.1148], [5.1204, 4.1565, -0.5438], [5.9881, 4.8482, -1.4442], [6.2950, 4.0537, -2.6193], [5.0225, 3.4124, -3.3587], [5.0556, 3.6567, -4.9690], [5.1476, 1.9539, -3.2095], [3.8396, 4.9334, -0.0742], [3.5589, 6.4309, -0.5846], [3.1004, 6.6058, -2.0651], [2.9083, 8.1285, -2.4228], [3.1960, 9.1251, -1.2870], [3.5750, 8.9152, 0.0614], [3.7633, 7.5601, 0.4373], [2.8807, 4.1667, 0.8640], [3.2107, 2.6860, 1.2870], [2.1167, 1.9628, 2.2276], [2.4437, 1.2055, 3.1727], [0.5893, 2.2834, 1.8201], [-0.5374, 1.2210, 1.7941], [-0.2252, -0.3197, 2.1704], [0.5133, -0.9968, 0.9135], [0.8560, -0.2368, -0.0325], [0.8119, -2.4394, 0.7855], [2.2039, -2.6118, 0.2452], [-0.1372, -2.9401, -0.2877], [-1.9724, 1.6912, 1.3528], [-3.2105, 0.6629, 1.2439], [-3.3793, -0.0162, -0.2058], [-4.9208, -0.0231, -0.7350], [-2.1097, 0.8609, -1.7676], [-2.2947, 3.1842, 0.9830], [-3.7641, 3.6945, 0.5606], [-4.4598, 4.2344, 1.9350], [-5.0301, 5.6112, 1.7469], [-1.1622, 4.2408, 1.0114], [-1.3134, 5.6168, 0.6677], [0.2594, 3.7671, 1.4115], [1.5020, 4.7981, 1.4197], [1.3965, 5.9815, 1.8232], [6.1765, -1.2128, 4.7891], [5.3016, -2.2752, 3.5581], [6.9741, -2.8022, 4.1880], [8.1772, -0.9396, 3.0058], [7.0403, -1.6117, 1.6777], [3.9937, -0.1518, 1.6637], [5.2313, -0.0887, 0.2833], [6.4349, 2.2652, -0.5285], [6.8618, 4.6857, -3.4027], [7.0382, 3.2190, -2.3194], [4.0117, 3.8094, -3.0116], [3.9945, 3.3777, -5.3290], [5.1854, 4.7671, -5.2146], [5.8119, 2.9739, -5.4870], [4.5133, 1.6345, -2.5318], [2.9287, 5.7561, -2.7969], [2.6054, 8.4614, -3.4783], [3.0756, 10.2335, -1.5867], [4.0946, 7.3433, 1.5162], [-1.1867, -0.8819, 2.4805], [0.5001, -0.4070, 3.0585], [2.2313, -2.6936, -0.9072], [2.8877, -1.7177, 0.4961], [2.6950, -3.5879, 0.6260], [-1.2133, -2.8110, 0.0748], [0.0471, -4.0415, -0.5293], [-0.0428, -2.3353, -1.2586], [-3.0590, -0.1416, 2.0506], [-4.1592, 1.2319, 1.5225], [-3.0339, -1.1127, -0.1112], [-5.5907, 0.6113, -0.0534], [-5.0039, 0.2882, -1.8389], [-5.3003, -1.1024, -0.6720], [-3.7440, 4.4881, -0.2627], [-4.4130, 2.8315, 0.1463], [-5.2455, 3.4972, 2.3247], [-3.6397, 4.3319, 2.7369], [-4.2419, 6.2153, 1.4588], [-5.6807, 5.5621, 0.9392], [-1.7381, 6.1209, 1.3983], [-0.9483, -7.1682, -4.1497], [-0.8955, -5.8702, -3.5144], [0.0264, -4.8845, -3.6851], [1.1553, -5.1314, -4.6494], [-0.0788, -3.8346, -3.0620], [-1.8950, -7.2443, -4.6879], [-0.9184, -7.9320, -3.3698], [-0.1232, -7.3244, -4.8421], [-1.6211, -5.6304, -2.8529], [1.8051, -4.2563, -4.6762], [1.7461, -5.9907, -4.3245], [0.7615, -5.3001, -5.6541], [-7.3454, -3.7591, 2.3335], [-6.6622, -2.5079, 2.0850], [-7.1959, -1.2590, 1.9940], [-8.6833, -1.1113, 2.1669], [-6.4676, -0.2988, 1.7769], [-6.9290, -4.2026, 3.2406], [-7.1548, -4.4268, 1.4906], [-8.4183, -3.6264, 2.4550], [-5.6599, -2.5252, 1.9580], [-8.9556, -0.0604, 2.0674], [-9.2096, -1.6791, 1.3964], [-8.9819, -1.4530, 3.1603], [-6.8791, -4.9218, -6.0985], [-6.0911, -5.5388, -5.0534], [-4.7795, -5.8993, -5.0879], [-4.0094, -5.6427, -6.3552], [-4.2623, -6.4158, -4.1046], [-7.2623, -3.9707, -5.7225], [-7.7205, -5.5796, -6.3268], [-6.3005, -4.7468, -7.0030], [-6.5391, -5.7425, -4.1711], [-2.9814, -5.9828, -6.2285], [-4.4561, -6.1948, -7.1850], [-3.9944, -4.5731, -6.5758], [1.5993, -3.2478, 6.8700], [3.0314, -3.0967, 6.7332], [3.7401, -1.9598, 6.4863], [2.9785, -0.6716, 6.3279], [4.9602, -2.0082, 6.3995], [1.3910, -3.6590, 7.8603], [1.2551, -3.9542, 6.1112], [1.0716, -2.3037, 6.7517], [3.6121, -3.9181, 6.8268], [3.6792, 0.1412, 6.1359], [2.2918, -0.7421, 5.4813], [2.4288, -0.4448, 7.2443]],
  "mulliken_charge": [-0.78, -0.40, -0.13, -0.38, 0.14, -0.79, 0.43, -0.45, -0.69, 0.59, -1.38, -0.61, 0.56, 0.15, -0.26, -0.54, -0.18, -0.56, -0.13, 0.41, 0.20, -0.25, -0.55, 0.70, 0.09, -0.24, 0.56, -0.51, -0.01, -0.21, -0.86, 0.03, -0.60, -0.24, -0.73, 0.00, 0.98, -1.01, -0.53, -0.70, -0.37, -0.55, 0.38, -0.04, -0.55, 0.27, 0.11, 0.36, 0.33, 0.29, -0.10, 0.56, 0.15, 0.38, 0.29, 0.26, 0.32, 0.36, 0.33, 0.35, 0.34, 0.30, 0.29, 0.36, 0.22, -0.33, 0.22, -0.17, 0.31, 0.14, 0.33, 0.43, 0.25, 0.22, 0.14, 0.19, 0.31, 0.23, 0.47, 0.11, 0.24, 0.33, 0.30, 0.27, 0.29, -0.87, -0.07, 0.79, -1.33, -0.61, 0.17, 0.31, 0.35, 0.21, 0.29, 0.37, 0.35, -0.92, -0.10, 0.82, -1.45, -0.59, 0.30, 0.29, 0.35, 0.19, 0.30, 0.38, 0.39, -0.82, -0.18, 0.81, -1.11, -0.65, 0.28, 0.29, 0.31, 0.23, 0.15, 0.37, 0.35, -0.84, -0.15, 0.67, -0.83, -0.65, 0.29, 0.28, 0.32, 0.24, 0.31, -0.02, 0.42],
  "total_charge": 0,
  "gap_ev": 7.423,
  "smiles": "CCSCc1cc(OC[C@@H](C)O)c(-c2cccnc2)c2c1C(=O)c1c(CC(=O)N(C)C)c(C[C@@H](C)I)c(CCN)c(O)c1C2=O.CNC(C)=O.CNC(C)=O.CNC(C)=O.CNC(C)=O",
  "largest_force_ev_per_a": 5.833,
  "e_lumo_ev": -0.65
}